Below is 11 unconnected molecules or ions with the total composition C25H38Cl8F4O21, with properties calculated with ωB97M-V with the def2-TZVPD basis set.

Results
LUMO   -0.1 eV
Orbital gap   9.9612 eV
2S+1   1
HOMO energy   -10.1020 eV

Each line ends with the Löwdin charge.
Atoms and positions in Å:
1 C -2.951 -1.464 -2.543  -0.033
2 O -3.560 -2.693 -2.169  0.033
3 C -2.772 -3.598 -1.637  -0.682
4 O -1.599 -3.471 -1.442  0.108
5 O -3.488 -4.668 -1.394  0.026
6 C -2.745 -5.856 -1.114  -0.015
7 H -2.572 -0.950 -1.651  0.064
8 H -3.688 -0.798 -2.979  0.103
9 H -2.090 -1.584 -3.202  0.073
10 H -3.370 -6.730 -1.263  0.098
11 H -2.418 -5.851 -0.076  0.100
12 H -1.906 -5.898 -1.808  0.089
13 C 1.709 1.515 6.008  -0.057
14 O 1.744 2.114 7.303  0.018
15 C 0.651 2.510 7.931  -0.647
16 O 0.669 2.765 9.097  0.139
17 O -0.396 2.655 7.145  -0.007
18 C -1.620 3.023 7.749  -0.038
19 H 1.103 2.089 5.306  0.076
20 H 1.402 0.471 5.988  0.097
21 H 2.717 1.583 5.605  0.080
22 H -2.348 3.183 6.961  0.089
23 H -1.510 3.938 8.325  0.100
24 H -2.055 2.206 8.330  0.102
25 C -1.774 1.288 -4.278  -0.038
26 O -1.040 2.222 -5.052  0.032
27 C 0.163 2.551 -4.636  -0.645
28 O 0.691 2.160 -3.639  0.095
29 O 0.713 3.297 -5.562  0.035
30 C 2.026 3.772 -5.308  -0.031
31 H -1.670 0.291 -4.706  0.092
32 H -2.804 1.629 -4.275  0.102
33 H -1.422 1.224 -3.247  0.068
34 H 2.752 3.011 -5.624  0.103
35 H 2.196 4.017 -4.259  0.078
36 H 2.279 4.635 -5.920  0.096
37 C -3.009 2.048 1.327  -0.093
38 C -3.443 1.658 2.730  -0.338
39 O -4.120 2.803 3.182  0.137
40 C -4.564 3.508 2.102  -0.570
41 O -5.253 4.449 2.140  0.203
42 O -4.082 2.942 0.979  0.035
43 F -2.374 1.421 3.515  0.074
44 H -3.010 1.201 0.653  0.082
45 H -2.090 2.627 1.250  0.106
46 H -4.099 0.788 2.727  0.165
47 C 0.746 -0.473 -0.695  -0.073
48 C 0.209 0.956 -0.457  -0.328
49 O 0.380 1.167 0.898  0.088
50 C 1.082 0.137 1.467  -0.609
51 O 1.509 0.190 2.555  0.186
52 O 1.302 -0.820 0.573  0.015
53 F -1.123 1.021 -0.833  -0.029
54 H 1.537 -0.543 -1.435  0.097
55 H -0.071 -1.147 -0.961  0.110
56 H 0.703 1.651 -1.136  0.106
57 C -0.787 -3.686 -4.665  -0.038
58 C 0.217 -4.841 -4.623  -0.273
59 O 1.191 -4.416 -3.717  0.134
60 C 1.078 -3.080 -3.493  -0.540
61 O 1.889 -2.429 -2.942  0.184
62 O -0.039 -2.613 -4.086  0.062
63 F 0.795 -4.982 -5.880  0.044
64 H -1.675 -3.949 -4.093  0.124
65 H -1.018 -3.450 -5.699  0.146
66 H -0.120 -5.827 -4.307  0.167
67 C 2.190 -3.760 -0.035  -0.076
68 C 3.707 -3.933 0.033  -0.275
69 O 3.979 -3.326 1.308  0.122
70 C 2.831 -3.297 2.047  -0.553
71 O 2.771 -2.917 3.152  0.200
72 O 1.824 -3.897 1.333  0.051
73 F 4.348 -3.280 -0.977  0.065
74 H 1.741 -4.553 -0.636  0.141
75 H 2.006 -2.800 -0.517  0.103
76 H 4.055 -4.969 0.075  0.171
77 C -1.446 -2.717 2.052  -0.964
78 Cl -0.825 -2.340 3.656  0.589
79 Cl -2.020 -1.269 1.200  0.665
80 H -0.655 -3.162 1.461  0.010
81 H -2.277 -3.402 2.161  0.026
82 C 3.358 3.424 2.485  -1.015
83 Cl 5.084 3.682 2.120  0.485
84 Cl 2.986 4.251 4.003  0.535
85 H 2.756 3.892 1.721  -0.045
86 H 3.129 2.365 2.536  0.017
87 C 4.024 1.768 -1.754  -0.954
88 Cl 4.036 0.530 -0.499  0.619
89 Cl 3.099 3.203 -1.264  0.550
90 H 5.052 2.033 -1.960  0.030
91 H 3.498 1.411 -2.632  0.020
92 C -0.324 4.487 -1.358  -0.953
93 Cl 0.384 4.410 0.277  0.556
94 Cl -2.006 3.925 -1.375  0.603
95 H -0.321 5.527 -1.653  0.029
96 H 0.237 3.818 -1.999  -0.027

Below is a molecular structure, C25H38MgP2, with properties calculated with ωB97M-V with the def2-TZVPD basis set.

Results
LUMO   -0.6 eV
Orbital gap   3.6402 eV
Relative energy (zero: lowest compared OMol25 entry of this formula, charge and spin)   4.511 eV
2S+1   1
HOMO energy   -4.2748 eV

Each line ends with the Löwdin charge.
Atoms and positions in Å:
1 P 2.731 0.893 -2.338  0.902
2 P -0.313 -1.582 -2.827  0.927
3 C 2.289 -0.448 -3.512  -0.309
4 C 0.782 -0.546 -3.847  -0.340
5 H 2.697 -1.434 -3.226  0.079
6 H 2.827 -0.174 -4.443  0.092
7 H 0.313 0.458 -3.907  0.059
8 H 0.690 -0.985 -4.865  0.097
9 C 0.143 -3.252 -3.399  -0.188
10 H -0.459 -3.997 -2.862  0.064
11 H 1.201 -3.445 -3.182  0.057
12 H -0.022 -3.340 -4.485  0.053
13 C -1.998 -1.224 -3.354  -0.183
14 H -2.243 -1.890 -4.195  0.055
15 H -2.092 -0.173 -3.668  0.055
16 H -2.686 -1.408 -2.518  0.059
17 C 4.502 1.052 -2.162  -0.183
18 H 4.736 1.789 -1.377  0.072
19 H 4.923 1.405 -3.111  0.053
20 H 4.965 0.093 -1.882  0.069
21 C 2.111 2.355 -3.197  -0.190
22 H 1.100 2.218 -3.599  0.041
23 H 2.811 2.516 -4.033  0.057
24 H 2.118 3.231 -2.543  0.066
25 Mg -1.626 2.452 1.497  0.836
26 C -0.324 -1.719 -1.009  -0.454
27 C 0.680 -2.632 -0.485  -0.299
28 C 2.078 -2.334 -0.490  -0.277
29 C 2.533 -1.431 0.706  -0.284
30 C 2.675 -0.031 0.402  -0.243
31 C 2.057 0.753 -0.650  -0.480
32 C 0.461 0.840 -0.772  -0.191
33 C -0.346 -0.332 -0.239  -0.199
34 C -0.421 3.667 2.687  -0.247
35 H -1.328 -2.177 -0.858  0.118
36 H 0.305 -3.509 0.061  0.068
37 H 2.365 -1.856 -1.456  0.063
38 H 2.656 -3.271 -0.409  0.099
39 H 1.904 -1.646 1.598  0.087
40 H 3.546 -1.761 1.001  0.089
41 H 3.395 0.519 1.020  0.057
42 H 2.352 1.798 -0.376  0.109
43 H 0.189 1.058 -1.832  0.063
44 H 0.146 1.766 -0.210  0.074
45 H -0.022 -0.537 0.783  0.058
46 H -1.403 -0.014 -0.149  0.083
47 H -0.960 4.441 3.257  -0.043
48 H 0.328 4.115 2.018  -0.061
49 H 0.037 2.918 3.354  -0.023
50 C -4.973 1.527 5.062  -0.091
51 C -4.803 2.218 3.846  -0.087
52 C -3.813 1.837 2.937  -0.103
53 C -2.926 0.769 3.281  -0.233
54 C -1.698 0.577 2.607  -0.171
55 C -0.841 -0.437 2.973  -0.113
56 C -1.204 -1.353 4.009  -0.065
57 C -2.349 -1.136 4.750  -0.052
58 C -3.197 -0.033 4.461  -0.176
59 C -4.205 0.402 5.342  -0.038
60 H -5.732 1.850 5.773  0.098
61 H -5.458 3.056 3.594  0.101
62 H -3.810 2.242 1.907  0.071
63 H 0.127 -0.577 2.481  0.073
64 H -0.545 -2.196 4.203  0.100
65 H -2.623 -1.785 5.584  0.106
66 H -4.354 -0.151 6.275  0.113

Below is C25H38N4O2 in the gas phase, with properties calculated with ωB97M-V with the def2-TZVPD basis set.

Results
LUMO   0.6 eV
Orbital gap   9.0000 eV
Relative energy (zero: lowest compared OMol25 entry of this formula, charge and spin)   1.008 eV
2S+1   1
HOMO energy   -8.3740 eV

Each line ends with the Löwdin charge.
Atoms and positions in Å:
1 C -3.674 -2.364 6.783  -0.091
2 H -3.753 -2.097 7.836  0.093
3 O -3.527 -1.148 6.092  -0.085
4 C -3.407 -1.180 4.736  -0.279
5 C -3.413 -2.331 3.958  -0.016
6 C -3.278 -2.236 2.583  -0.041
7 C -3.139 -1.010 1.952  -0.248
8 C -3.143 0.138 2.739  -0.031
9 C -3.273 0.060 4.107  0.005
10 H -3.277 0.947 4.720  0.119
11 H -3.048 1.107 2.270  0.118
12 C -2.955 -0.907 0.464  -0.102
13 H -3.207 -1.851 -0.020  0.128
14 H -3.612 -0.129 0.070  0.115
15 C -1.500 -0.552 0.140  -0.243
16 N -1.222 -0.551 -1.298  0.011
17 C 0.001 -1.103 -1.496  -0.383
18 N 0.688 -1.374 -2.546  0.074
19 C 1.814 -2.179 -2.097  -0.145
20 H 1.903 -3.061 -2.735  0.111
21 H 2.742 -1.602 -2.186  0.100
22 C 1.536 -2.540 -0.609  -0.307
23 N 0.531 -1.545 -0.299  -0.018
24 C -0.505 -1.590 0.693  -0.072
25 H -0.133 -1.319 1.684  0.133
26 H -0.969 -2.587 0.752  0.131
27 C 2.757 -2.432 0.291  -0.042
28 H 3.526 -3.123 -0.043  0.081
29 H 3.156 -1.421 0.265  0.061
30 H 2.492 -2.673 1.318  0.075
31 H 1.109 -3.555 -0.529  0.145
32 C -1.861 0.467 -2.106  -0.119
33 H -2.941 0.345 -1.986  0.119
34 C -1.537 0.383 -3.601  -0.150
35 N -0.196 0.801 -3.917  0.061
36 C 0.135 2.108 -3.965  -0.532
37 O -0.694 3.001 -3.923  0.040
38 C 1.616 2.387 -4.187  -0.092
39 H 1.847 2.048 -5.201  0.121
40 H 1.751 3.470 -4.157  0.122
41 C 2.584 1.711 -3.214  -0.164
42 H 3.590 1.789 -3.636  0.117
43 H 2.348 0.648 -3.135  0.092
44 C 2.615 2.317 -1.806  -0.315
45 C 1.266 2.194 -1.097  -0.158
46 C 1.332 2.727 0.331  -0.188
47 C 2.394 1.983 1.131  -0.206
48 C 3.751 2.138 0.451  -0.199
49 C 3.693 1.610 -0.979  -0.171
50 H 4.667 1.734 -1.458  0.116
51 H 3.468 0.540 -0.956  0.098
52 H 4.517 1.599 1.014  0.107
53 H 4.028 3.195 0.437  0.114
54 H 2.131 0.924 1.183  0.100
55 H 2.439 2.370 2.151  0.108
56 H 0.356 2.618 0.812  0.101
57 H 1.573 3.793 0.311  0.117
58 H 0.510 2.748 -1.653  0.107
59 H 0.979 1.141 -1.074  0.103
60 H 2.872 3.380 -1.884  0.151
61 H 0.499 0.080 -3.737  0.080
62 H -2.228 1.051 -4.123  0.123
63 H -1.667 -0.641 -3.953  0.124
64 H -1.585 1.468 -1.746  0.125
65 H -1.272 0.441 0.559  0.147
66 H -3.290 -3.143 1.995  0.113
67 H -3.522 -3.306 4.407  0.102
68 H -4.582 -2.894 6.477  0.095
69 H -2.807 -3.016 6.640  0.095